Entry 1:
Molecular formula: C8H20
Method: DFT, ωB97M-V/def2-TZVPD

Calculated values
Frontier orbital gap in eV: 12.00
E_LUMO in eV: 1.01
HOMO energy in eV: -11.0
Structure (SMILES): CC(C)C.CC(C)C
ΔE to the lowest compared entry with this formula, charge and spin in kJ/mol: 32.3

Structure (ORCA input):
```
! RIJCOSX wB97M-V def2-TZVPD def2/J DEFGRID3
* xyz 0 1
C -0.174 -3.434 -1.582
C -0.481 -1.772 0.320
C 1.890 -2.680 -0.165
C 0.485 -2.325 -0.756
H -1.045 -2.967 -2.073
H -0.529 -4.279 -0.967
H 0.502 -3.825 -2.360
H -1.468 -1.517 -0.102
H 0.012 -0.841 0.649
H -0.633 -2.419 1.201
H 2.557 -3.035 -0.968
H 1.767 -3.490 0.574
H 2.366 -1.819 0.334
H 0.535 -1.415 -1.388
C -1.254 2.394 1.680
C -0.748 1.939 -0.792
C 0.691 3.527 0.629
C -0.191 2.259 0.580
H -2.063 3.070 1.357
H -0.860 2.753 2.645
H -1.675 1.385 1.825
H -0.051 2.059 -1.638
H -1.590 2.639 -0.928
H -1.142 0.908 -0.804
H 1.218 3.665 1.588
H 0.056 4.410 0.446
H 1.440 3.459 -0.177
H 0.383 1.357 0.872
*
```

Entry 2:
Molecular formula: C8H20AlB2O4
Method: DFT, ωB97M-V/def2-TZVPD

Calculated values
Frontier orbital gap (spin up / spin down) in eV: 5.23 / 2.36
E_LUMO (spin up / spin down) in eV: -10.48 / -13.22
HOMO energy (spin up / spin down) in eV: -15.7 / -15.6

Structure (ORCA input):
```
! RIJCOSX wB97M-V def2-TZVPD def2/J DEFGRID3
* xyz 2 2
Al 0.396 0.756 0.900
B 1.093 -0.522 -1.795
H 1.495 -1.121 -2.597
H 0.452 0.262 -2.167
H 0.500 -1.083 -1.089
H 1.842 -0.014 -1.208
B -2.140 0.502 3.130
H -2.647 1.382 3.495
H -1.080 0.473 3.328
H -2.620 -0.358 3.572
H -2.303 0.575 2.066
O 1.077 2.912 -1.065
C 1.040 3.582 -2.139
O -0.028 4.274 -2.576
C 0.183 5.119 -3.737
C 1.517 4.592 -4.246
C 2.132 4.049 -3.016
H 0.274 6.152 -3.399
H -0.666 5.064 -4.418
H 1.919 5.526 -4.640
H 1.425 3.960 -5.129
H 2.748 4.712 -2.409
H 2.613 3.104 -3.270
O -0.273 -2.112 1.433
C -0.426 -3.123 2.098
O 0.615 -3.821 2.771
C 0.284 -5.127 3.210
C -1.189 -5.325 2.873
C -1.704 -3.910 2.480
H 0.483 -5.342 4.260
H 0.779 -5.913 2.640
H -1.736 -5.848 3.657
H -1.392 -5.956 2.008
H -2.243 -3.473 3.320
H -2.420 -3.948 1.658
*
```

Entry 3:
Molecular formula: C8H20AsF6MgN2O10
Method: DFT, ωB97M-V/def2-TZVPD

Calculated values
Frontier orbital gap in eV: 8.85
E_LUMO in eV: 2.49
HOMO energy in eV: -6.4
ΔE to the lowest compared entry with this formula, charge and spin in kJ/mol: 0.0

Structure (ORCA input):
```
! RIJCOSX wB97M-V def2-TZVPD def2/J DEFGRID3
* xyz -1 1
Mg 0.678 -0.767 -0.019
N 1.440 -2.986 2.159
O 1.069 -2.137 1.277
O 1.284 -2.695 3.344
O 1.876 -4.070 1.787
N 3.560 -0.652 -1.251
O 2.587 -0.374 -0.462
O 4.651 -0.151 -1.020
O 3.383 -1.486 -2.157
As -3.056 -1.260 0.573
F -2.640 -2.673 1.427
F -1.307 -1.022 0.314
F -3.408 0.184 -0.288
F -4.721 -1.540 0.807
F -2.956 -0.344 2.020
F -3.081 -2.116 -0.928
C -0.062 -3.464 -1.320
O 0.269 -2.088 -1.486
C -0.023 -1.598 -2.772
C 0.471 -0.151 -2.824
O 0.161 0.482 -1.573
C -1.011 1.276 -1.624
H -0.894 -3.735 -1.978
H -0.501 -3.585 -0.330
H 0.815 -4.081 -1.485
H -1.089 -1.653 -3.023
H 0.539 -2.141 -3.544
H 0.077 0.446 -3.646
H 1.557 -0.170 -2.924
H -1.413 1.418 -0.628
H -1.819 0.740 -2.137
H -0.818 2.243 -2.089
C -0.925 4.591 0.869
O -0.185 3.471 0.522
C 0.749 3.129 1.511
C 1.387 1.811 1.174
O 0.536 0.660 1.283
C 0.161 0.400 2.659
H -1.490 4.428 1.801
H -1.657 4.755 0.083
H -0.275 5.457 1.047
H 0.291 3.154 2.508
H 1.582 3.855 1.523
H 2.297 1.634 1.754
H 1.708 1.862 0.134
H -0.411 -0.519 2.656
H -0.447 1.222 3.025
H 1.064 0.240 3.249
*
```

Entry 4:
Molecular formula: C8H20AuClMnO
Method: DFT, ωB97M-V/def2-TZVPD

Calculated values
Frontier orbital gap (spin up / spin down) in eV: 3.15 / 5.30
E_LUMO (spin up / spin down) in eV: 5.68 / 5.58
HOMO energy (spin up / spin down) in eV: 2.5 / 0.3
ΔE to the lowest compared entry with this formula, charge and spin in kJ/mol: 443.4

Structure (ORCA input):
```
! RIJCOSX wB97M-V def2-TZVPD def2/J DEFGRID3
* xyz -2 8
Au -0.210 0.067 -2.825
Cl 0.346 -1.481 -1.308
C 1.510 1.008 -3.051
C -1.211 -1.118 -4.063
H 1.500 1.389 -4.071
H 1.602 1.834 -2.350
H 2.346 0.318 -2.926
H -1.131 -0.646 -5.041
H -2.257 -1.198 -3.777
H -0.757 -2.109 -4.096
Mn -0.802 -0.177 0.010
C -2.310 -1.096 1.039
C -1.451 0.935 -1.532
H -3.276 -0.685 0.704
H -2.295 -2.194 0.866
H -2.170 -0.897 2.119
H -2.456 0.843 -1.886
H -1.063 1.930 -1.377
C 2.338 -0.108 1.911
C 0.822 -0.051 2.171
C 0.525 -0.332 3.650
C 0.277 1.334 1.783
O 0.201 -1.043 1.396
H 2.858 0.656 2.515
H 2.550 0.075 0.844
H 2.730 -1.102 2.180
H 1.013 0.426 4.290
H -0.560 -0.302 3.839
H 0.901 -1.327 3.932
H 0.496 1.557 0.716
H -0.817 1.378 1.940
H 0.750 2.116 2.397
*
```

Entry 5:
Molecular formula: C8H20BINO2P
Method: DFT, ωB97M-V/def2-TZVPD

Calculated values
Frontier orbital gap in eV: 8.51
E_LUMO in eV: 0.18
HOMO energy in eV: -8.3
Structure (SMILES): NCCCCP(CCCI)CB(O)O

Structure (ORCA input):
```
! RIJCOSX wB97M-V def2-TZVPD def2/J DEFGRID3
* xyz 0 1
N 3.621 -3.229 0.514
C 3.064 -2.426 -0.581
C 1.660 -1.880 -0.323
C 1.304 -0.720 -1.250
C 0.003 0.026 -0.921
P -0.273 0.434 0.873
C -2.056 -0.016 1.079
C -3.052 0.479 0.027
C -4.238 -0.441 -0.203
I -5.301 -0.938 1.584
C -0.412 2.277 0.897
B 0.835 3.090 0.379
O 1.074 4.300 0.970
O 1.631 2.643 -0.667
H 4.170 -2.649 1.135
H 2.881 -3.628 1.079
H 3.059 -3.043 -1.485
H 3.739 -1.588 -0.769
H 0.935 -2.687 -0.479
H 1.584 -1.573 0.721
H 1.193 -1.127 -2.260
H 2.136 -0.014 -1.311
H -0.026 0.950 -1.499
H -0.841 -0.580 -1.264
H -2.094 -1.105 1.176
H -2.341 0.382 2.055
H -3.426 1.465 0.306
H -2.561 0.597 -0.944
H -3.942 -1.387 -0.649
H -4.985 0.026 -0.839
H -0.529 2.557 1.947
H -1.324 2.616 0.393
H 1.947 4.664 0.801
H 2.566 2.523 -0.492
*
```

Entry 6:
Molecular formula: C8H20BO2S
Method: DFT, ωB97M-V/def2-TZVPD

Calculated values
Frontier orbital gap in eV: 6.82
E_LUMO in eV: 3.18
HOMO energy in eV: -3.6

Structure (ORCA input):
```
! RIJCOSX wB97M-V def2-TZVPD def2/J DEFGRID3
* xyz -1 1
C -2.490 0.290 2.440
C -1.194 0.497 1.943
B -0.912 1.051 0.424
S 0.855 0.534 -0.080
C -1.015 2.676 0.244
O -0.043 3.442 1.008
C -0.535 3.769 2.295
C 0.605 3.338 3.327
H -3.282 1.071 2.438
H -2.748 -0.714 2.861
H -0.320 0.229 2.592
H -1.730 0.557 -0.312
H 1.124 -0.563 0.702
H -0.777 2.899 -0.840
H -2.067 3.065 0.391
H -0.692 4.880 2.435
H -1.473 3.236 2.575
H 1.388 4.129 3.272
H 0.207 3.165 4.353
H 1.000 2.369 2.921
C 1.154 -4.111 -1.865
C 0.790 -3.578 -3.242
C 1.910 -2.728 -3.822
O -0.399 -2.799 -3.150
H 1.325 -3.290 -1.163
H 0.337 -4.710 -1.457
H 2.055 -4.729 -1.905
H 0.577 -4.414 -3.914
H 2.107 -1.859 -3.188
H 1.630 -2.344 -4.806
H 2.833 -3.304 -3.922
H -0.221 -2.055 -2.557
*
```

Entry 7:
Molecular formula: C8H20BaNO2P
Method: DFT, ωB97M-V/def2-TZVPD

Calculated values
Frontier orbital gap in eV: 8.86
E_LUMO in eV: -7.81
HOMO energy in eV: -16.7
ΔE to the lowest compared entry with this formula, charge and spin in kJ/mol: 0.0

Structure (ORCA input):
```
! RIJCOSX wB97M-V def2-TZVPD def2/J DEFGRID3
* xyz 2 1
C 2.700 -1.625 0.915
C 1.814 -1.517 -0.327
C 2.020 -0.239 -1.149
C 2.097 1.073 -0.359
C 0.858 1.976 -0.414
C -0.427 1.459 0.224
O -1.012 0.370 -0.500
C -2.314 0.625 -1.037
C -3.090 -0.739 -1.145
N -2.467 -1.796 -0.333
P -0.178 0.889 2.008
O -1.264 1.547 2.906
H 2.272 -1.064 1.747
H 3.677 -1.197 0.734
H 2.775 -2.648 1.256
H 0.770 -1.678 -0.082
H 2.072 -2.350 -0.970
H 1.189 -0.155 -1.840
H 2.897 -0.375 -1.767
H 2.384 0.919 0.677
H 2.899 1.667 -0.778
H 1.087 2.924 0.063
H 0.589 2.187 -1.443
H -1.122 2.296 0.299
H -2.917 1.297 -0.399
H -2.245 1.047 -2.028
H -4.107 -0.570 -0.786
H -3.179 -1.058 -2.169
H -2.888 -2.696 -0.536
H -2.575 -1.637 0.657
H 1.063 1.237 2.540
H -0.433 -0.519 2.062
Ba -2.945 0.352 1.977
*
```

Entry 8:
Molecular formula: C8H20F18KO4P3
Method: DFT, ωB97M-V/def2-TZVPD

Calculated values
Frontier orbital gap in eV: 9.03
E_LUMO in eV: 3.37
HOMO energy in eV: -5.7
ΔE to the lowest compared entry with this formula, charge and spin in kJ/mol: 193.7

Structure (ORCA input):
```
! RIJCOSX wB97M-V def2-TZVPD def2/J DEFGRID3
* xyz -2 1
K 0.825 0.277 0.145
P 1.842 3.818 -0.815
F 2.372 4.308 0.658
F 0.339 3.330 -0.265
F 1.548 5.404 -1.135
F 1.329 3.448 -2.302
F 3.300 4.189 -1.478
F 2.418 2.339 -0.414
P 4.655 -0.639 0.805
F 4.976 -2.180 0.280
F 5.409 -1.053 2.172
F 6.071 -0.056 0.186
F 4.338 0.911 1.273
F 4.025 -0.277 -0.658
F 3.212 -1.074 1.336
P 1.687 -0.180 -3.890
F 0.472 -1.219 -4.111
F 1.211 0.775 -5.059
F 0.768 0.399 -2.662
F 2.838 0.884 -3.543
F 2.336 -1.264 -2.829
F 2.559 -1.091 -4.945
C -5.672 -0.856 0.610
O -4.361 -0.367 0.274
C -4.232 0.200 -0.995
C -2.800 0.854 -1.165
O -1.691 0.015 -0.820
C -1.657 -1.195 -1.618
H -5.494 -1.620 1.368
H -6.129 -1.339 -0.254
H -6.363 -0.117 1.015
H -5.018 0.936 -1.166
H -4.253 -0.580 -1.756
H -2.751 1.661 -0.434
H -2.771 1.223 -2.190
H -0.781 -1.774 -1.326
H -1.568 -0.989 -2.685
H -2.441 -1.870 -1.274
C 0.813 -3.231 1.217
O 0.091 -1.980 1.227
C -0.346 -1.612 2.590
C -1.254 -0.300 2.617
O -0.484 0.883 2.301
C 0.301 1.421 3.348
H 1.664 -3.195 1.897
H 1.166 -3.556 0.238
H 0.216 -4.008 1.694
H 0.563 -1.408 3.156
H -0.911 -2.399 3.090
H -1.745 -0.169 3.581
H -2.030 -0.367 1.855
H 1.240 1.853 3.002
H 0.470 0.621 4.069
H -0.302 2.219 3.781
*
```